The molecule C6H11N3S, computed with ωB97M-V/def2-TZVPD.

Last column: Löwdin charge in e.
CARTESIAN COORDINATES (ANGSTROEM)
C (-1.22822, 0.44778, 1.33572)  -0.016
C (-0.60945, 0.19178, -0.07629)  -0.480
C (-1.53562, 0.61382, -1.20030)  -0.044
C (-0.26112, -1.32868, -0.10924)  -0.040
N (1.00249, -1.58290, 0.03105)  0.121
N (1.70133, -0.39906, -0.05043)  -0.125
C (3.01939, -0.30593, 0.03636)  -0.888
N (3.72664, -1.45939, -0.01752)  0.076
S (3.90215, 1.14676, 0.14816)  0.529
C (0.78933, 0.77408, -0.08595)  -0.090
H (-1.52277, 1.43463, 1.43715)  0.064
H (-0.57136, 0.13661, 2.07554)  0.069
H (-2.13768, -0.15623, 1.35021)  0.089
H (-1.60071, 1.65381, -1.19751)  0.063
H (-2.45392, 0.00434, -1.17471)  0.082
H (-1.34003, 0.15605, -2.27182)  0.128
H (-1.04324, -2.01377, -0.27699)  0.108
H (3.15297, -2.21874, -0.32186)  0.073
H (4.60333, -1.63686, 0.43325)  0.095
H (0.92539, 1.28120, -0.94143)  0.087
H (1.00314, 1.32340, 0.78437)  0.100

Computed properties:
SMILES string: CC1(C)C=NN(C(N)=S)C1
ΔE to the lowest compared entry with this formula, charge and spin, kJ/mol: 68.4
Largest force on an atom, eV/A: 4.300
Highest occupied orbital energy, hartree: -0.2897
DFT total energy, eV: -21704.4509
E_LUMO, eV: 0.580
Frontier orbital gap, eV: 8.46